Record 1
{"formula": "C43H89ClN2O14PS", "method": "ωB97M-V/def2-TZVPD", "symbols": ["C", "C", "C", "C", "C", "C", "C", "C", "C", "C", "C", "C", "C", "C", "C", "C", "C", "N", "N", "P", "O", "O", "O", "C", "C", "C", "C", "C", "C", "S", "O", "O", "Cl", "C", "C", "H", "H", "H", "H", "H", "H", "H", "H", "H", "H", "H", "H", "H", "H", "H", "H", "H", "H", "H", "H", "H", "H", "H", "H", "H", "H", "H", "H", "H", "H", "H", "H", "H", "H", "H", "H", "H", "H", "H", "H", "H", "H", "H", "H", "H", "H", "H", "C", "O", "C", "C", "O", "C", "C", "O", "C", "H", "H", "H", "H", "H", "H", "H", "H", "H", "H", "H", "H", "H", "H", "C", "O", "C", "C", "O", "C", "C", "O", "C", "H", "H", "H", "H", "H", "H", "H", "H", "H", "H", "H", "H", "H", "H", "C", "O", "C", "C", "O", "C", "C", "O", "C", "H", "H", "H", "H", "H", "H", "H", "H", "H", "H", "H", "H", "H", "H"], "positions_angstrom": [[5.709, -5.236, -0.839], [5.692, -3.715, -0.717], [6.223, -3.002, -1.976], [7.121, -1.802, -1.648], [7.284, -0.864, -2.838], [7.956, 0.487, -2.552], [7.562, 1.153, -1.233], [6.071, 1.464, -1.154], [5.723, 2.415, 0.009], [4.702, 3.481, -0.364], [3.281, 2.918, -0.515], [2.327, 3.308, 0.629], [1.296, 4.361, 0.211], [0.191, 3.791, -0.709], [-1.229, 4.224, -0.311], [-2.173, 4.391, -1.523], [-2.574, 3.053, -2.059], [-1.721, 2.547, -2.917], [-1.958, 1.320, -3.379], [-0.831, 0.653, -4.582], [-1.628, 0.016, -5.610], [0.100, -0.297, -3.763], [0.053, 1.898, -4.947], [-2.980, 0.583, -2.989], [-3.922, 1.046, -2.067], [-5.033, 0.104, -1.677], [-5.258, -0.136, -0.182], [-3.992, -0.287, 0.653], [-2.929, -1.267, 0.144], [-3.320, -2.990, 0.320], [-3.968, -3.197, 1.570], [-2.156, -3.731, -0.041], [-4.699, -3.336, -1.141], [-3.740, 2.357, -1.609], [-4.715, 3.013, -0.691], [5.051, -5.699, -0.106], [6.713, -5.623, -0.682], [5.367, -5.547, -1.823], [6.248, -3.397, 0.163], [4.659, -3.402, -0.563], [6.737, -3.706, -2.628], [5.367, -2.603, -2.520], [6.648, -1.289, -0.812], [8.096, -2.164, -1.323], [6.321, -0.705, -3.325], [7.896, -1.388, -3.574], [9.039, 0.395, -2.622], [7.670, 1.177, -3.350], [7.853, 0.497, -0.413], [8.124, 2.082, -1.147], [5.751, 1.910, -2.097], [5.526, 0.532, -1.016], [6.636, 2.901, 0.351], [5.353, 1.829, 0.851], [4.710, 4.259, 0.400], [5.025, 3.962, -1.287], [2.849, 3.260, -1.457], [3.335, 1.831, -0.563], [2.905, 3.683, 1.471], [1.768, 2.431, 0.958], [0.822, 4.759, 1.108], [1.796, 5.182, -0.300], [0.271, 2.704, -0.734], [0.387, 4.123, -1.729], [-1.173, 5.170, 0.219], [-1.639, 3.460, 0.351], [-1.639, 4.915, -2.312], [-3.036, 4.994, -1.269], [0.744, 0.136, -3.183], [-0.499, 2.601, -5.324], [-3.058, -0.405, -3.420], [-4.805, -0.856, -2.136], [-5.941, 0.448, -2.174], [-5.861, 0.660, 0.245], [-5.845, -1.044, -0.083], [-4.302, -0.645, 1.635], [-3.504, 0.669, 0.839], [-2.648, -1.071, -0.886], [-2.057, -1.179, 0.788], [-4.758, 4.085, -0.833], [-5.715, 2.623, -0.856], [-4.452, 2.824, 0.349], [-2.551, 7.194, 7.093], [-3.181, 6.871, 5.872], [-2.418, 7.278, 4.753], [-2.912, 6.590, 3.502], [-2.447, 5.252, 3.360], [-3.075, 4.272, 4.173], [-4.447, 3.860, 3.691], [-5.425, 4.800, 4.078], [-6.634, 4.637, 3.377], [-2.386, 8.274, 7.182], [-3.208, 6.871, 7.896], [-1.591, 6.676, 7.189], [-1.359, 7.036, 4.906], [-2.515, 8.365, 4.625], [-2.501, 7.126, 2.644], [-4.001, 6.638, 3.441], [-3.113, 4.588, 5.217], [-2.427, 3.395, 4.110], [-4.699, 2.880, 4.123], [-4.430, 3.767, 2.593], [-6.488, 4.791, 2.299], [-7.332, 5.385, 3.744], [-7.061, 3.641, 3.543], [-0.921, -2.562, 3.822], [0.395, -2.123, 4.032], [1.216, -2.298, 2.891], [2.476, -1.480, 3.023], [2.306, -0.102, 2.717], [1.684, 0.691, 3.718], [2.587, 1.036, 4.879], [2.653, -0.045, 5.788], [3.729, 0.085, 6.692], [-0.956, -3.622, 3.550], [-1.472, -2.415, 4.748], [-1.403, -1.977, 3.027], [0.676, -1.992, 1.983], [1.483, -3.359, 2.798], [3.193, -1.847, 2.286], [2.913, -1.612, 4.015], [0.760, 0.227, 4.071], [1.423, 1.625, 3.214], [2.183, 1.917, 5.399], [3.587, 1.278, 4.499], [4.689, 0.090, 6.164], [3.699, -0.771, 7.362], [3.641, 1.003, 7.285], [-3.465, -8.419, -7.469], [-3.049, -8.334, -6.125], [-1.720, -8.792, -5.950], [-1.170, -8.341, -4.618], [-0.722, -6.992, -4.609], [-1.720, -5.991, -4.524], [-2.285, -5.807, -3.134], [-3.265, -6.791, -2.855], [-3.553, -6.877, -1.477], [-3.421, -9.451, -7.836], [-4.496, -8.074, -7.517], [-2.848, -7.784, -8.115], [-1.079, -8.409, -6.755], [-1.712, -9.890, -5.987], [-0.279, -8.935, -4.410], [-1.892, -8.523, -3.820], [-2.522, -6.164, -5.246], [-1.211, -5.063, -4.798], [-2.748, -4.811, -3.065], [-1.471, -5.865, -2.400], [-2.660, -7.155, -0.906], [-4.311, -7.646, -1.345], [-3.938, -5.924, -1.097]], "max_force_ev_per_a": 1.05, "total_charge": 1, "total_energy_ha": -4054.0974, "e_above_lowest_ev": 0.000, "lumo_ev": -4.676, "e_homo_ev": -10.572, "orbital_gap_ha": 0.217}


Record 2
{"formula": "C4H14N2O", "method": "ωB97M-V/def2-TZVPD", "symbols": ["C", "C", "C", "N", "C", "N", "H", "H", "H", "H", "H", "H", "H", "H", "H", "H", "H", "H", "H", "H", "O"], "positions_angstrom": [[-0.702, 2.081, 0.375], [-1.181, 1.335, -0.913], [-0.081, 0.424, -1.409], [-0.403, -0.969, -1.029], [0.758, -1.823, -0.793], [1.083, -1.902, 0.615], [-0.331, 3.048, -0.022], [0.083, 1.496, 0.858], [-1.485, 2.244, 1.103], [-2.159, 0.836, -0.670], [-1.577, 2.192, -1.495], [0.916, 0.647, -1.019], [-0.092, 0.509, -2.511], [-1.080, -1.077, -0.285], [0.408, -2.805, -1.180], [1.640, -1.496, -1.393], [0.761, -2.840, 0.907], [2.023, -1.729, 0.951], [0.246, -0.599, 2.146], [0.696, 0.661, 2.744], [0.477, -0.234, 3.021]], "max_force_ev_per_a": 2.95, "total_charge": -1, "total_energy_ha": -345.4617, "e_above_lowest_ev": 1.093, "multiplicity": 2, "lumo_ev": [3.641, 3.706], "e_homo_ev": [1.284, -5.049], "orbital_gap_ha": [0.087, 0.322]}